Entry 1:
{
  "formula": "C30H43HgN2O25S4",
  "method": "ωB97M-V/def2-TZVPD",
  "total_charge": 1,
  "e_lumo_ev": -8.100,
  "gap_ev": 3.7,
  "energy_ev": -133467.4734,
  "symbols": ["Hg", "C", "C", "O", "H", "H", "H", "H", "H", "C", "C", "O", "S", "O", "O", "O", "H", "H", "H", "H", "C", "C", "O", "S", "O", "O", "O", "H", "H", "H", "H", "C", "C", "O", "S", "O", "O", "O", "H", "H", "H", "H", "C", "C", "O", "S", "O", "O", "O", "H", "H", "H", "H", "C", "C", "C", "C", "C", "C", "N", "O", "O", "H", "H", "H", "H", "H", "C", "C", "C", "C", "C", "C", "N", "O", "O", "H", "H", "H", "H", "H", "O", "C", "O", "C", "C", "C", "H", "H", "H", "H", "H", "H", "O", "C", "O", "C", "C", "C", "H", "H", "H", "H", "H", "H"],
  "coordinates": [[25.13, -4.67, 6.33], [27.20, -4.75, 2.18], [26.82, -4.60, 3.60], [25.63, -5.17, 4.09], [26.47, -4.51, 1.40], [27.50, -5.78, 2.02], [28.07, -4.16, 1.87], [26.94, -3.54, 3.83], [27.76, -4.78, 4.12], [31.67, -3.52, 1.61], [30.92, -3.79, 3.02], [30.12, -2.67, 3.18], [30.46, -1.42, 2.11], [31.56, -0.61, 2.63], [29.26, -0.63, 1.77], [31.01, -2.44, 0.94], [31.68, -4.40, 0.97], [32.73, -3.30, 1.72], [31.60, -3.87, 3.87], [30.44, -4.76, 3.01], [29.00, -8.07, 1.67], [29.48, -7.41, 0.35], [30.85, -7.54, 0.29], [31.29, -9.09, 0.80], [32.48, -9.01, 1.64], [31.24, -10.02, -0.31], [29.90, -9.18, 1.80], [28.01, -8.51, 1.56], [29.07, -7.50, 2.60], [29.32, -6.33, 0.33], [28.96, -7.89, -0.47], [25.71, -0.73, 2.64], [26.00, -1.70, 1.45], [26.30, -0.91, 0.35], [25.24, 0.31, 0.26], [23.87, -0.12, -0.10], [25.80, 1.44, -0.44], [25.29, 0.45, 1.95], [26.55, -0.55, 3.30], [24.87, -1.14, 3.20], [25.18, -2.35, 1.15], [26.91, -2.25, 1.70], [28.28, -2.92, -1.24], [28.54, -4.36, -1.64], [29.94, -4.45, -1.77], [30.60, -3.05, -2.24], [30.29, -2.73, -3.63], [31.95, -2.83, -1.73], [29.51, -2.23, -1.29], [27.94, -2.91, -0.21], [27.58, -2.34, -1.84], [28.04, -4.52, -2.60], [28.11, -5.12, -0.99], [29.23, -9.10, 5.77], [28.30, -8.22, 5.21], [27.15, -8.65, 4.59], [26.92, -10.03, 4.51], [27.81, -10.91, 5.13], [28.96, -10.42, 5.70], [25.65, -10.46, 3.87], [25.10, -11.48, 4.21], [25.09, -9.81, 2.96], [30.16, -8.79, 6.21], [28.54, -7.16, 5.23], [26.52, -7.83, 4.27], [27.66, -11.98, 5.14], [29.65, -11.18, 6.05], [21.19, -1.05, -2.09], [21.27, -1.90, -1.01], [22.35, -2.80, -0.96], [23.32, -2.79, -1.97], [23.20, -1.86, -3.01], [22.20, -0.97, -3.04], [24.53, -3.62, -1.80], [25.44, -3.53, -2.60], [24.63, -4.37, -0.82], [20.32, -0.41, -2.19], [20.43, -2.06, -0.34], [22.26, -3.44, -0.10], [23.98, -1.82, -3.76], [22.20, -0.21, -3.80], [27.19, -4.27, 7.48], [28.45, -4.52, 7.58], [29.18, -4.95, 6.46], [30.51, -5.38, 6.91], [30.87, -4.30, 7.99], [29.45, -4.19, 8.72], [31.28, -5.33, 6.14], [30.45, -6.40, 7.30], [31.03, -3.35, 7.48], [31.73, -4.48, 8.63], [29.33, -3.23, 9.21], [29.26, -4.85, 9.57], [20.08, -2.60, 2.13], [21.01, -3.39, 2.22], [22.17, -2.99, 2.55], [23.09, -4.08, 2.53], [22.37, -5.20, 1.85], [20.90, -4.86, 1.91], [23.33, -4.19, 3.59], [24.00, -3.87, 1.97], [22.57, -6.11, 2.40], [22.71, -5.37, 0.83], [20.27, -5.33, 2.67], [20.46, -4.92, 0.92]],
  "lowdin_charge": [1.325, -0.072, -0.407, -0.287, 0.072, 0.067, 0.078, 0.100, 0.087, -0.122, -0.185, -0.229, 0.750, -0.227, -0.226, -0.220, 0.124, 0.132, 0.116, 0.107, -0.175, -0.217, -0.196, 0.775, -0.244, -0.216, -0.223, 0.130, 0.098, 0.102, 0.142, -0.139, -0.220, -0.206, 0.752, -0.237, -0.203, -0.199, 0.125, 0.119, 0.104, 0.089, -0.181, -0.182, -0.200, 0.723, -0.217, -0.217, -0.213, 0.096, 0.128, 0.127, 0.114, -0.066, -0.088, -0.018, -0.108, 0.017, -0.074, -0.333, 0.100, 0.042, 0.107, 0.081, 0.104, 0.130, 0.122, -0.041, -0.036, 0.012, -0.120, -0.020, -0.068, -0.309, 0.077, 0.029, 0.116, 0.105, 0.084, 0.126, 0.122, -0.111, -0.303, -0.028, -0.118, -0.088, -0.038, 0.124, 0.121, 0.117, 0.124, 0.130, 0.131, 0.095, -0.568, 0.071, -0.158, -0.159, -0.048, 0.095, 0.097, 0.122, 0.108, 0.138, 0.134]
}

***

Entry 2:
{
  "formula": "C30H43IN11O6PS",
  "method": "ωB97M-V/def2-TZVPD",
  "e_lumo_ev": -0.795,
  "gap_ev": 7.9,
  "energy_ev": -88706.4643,
  "symbols": ["C", "C", "I", "C", "N", "C", "C", "C", "N", "C", "S", "C", "C", "O", "O", "P", "N", "O", "C", "C", "O", "O", "C", "C", "C", "O", "H", "H", "H", "H", "H", "H", "H", "H", "H", "H", "H", "H", "H", "H", "H", "H", "H", "H", "H", "C", "C", "N", "H", "H", "H", "C", "C", "N", "H", "H", "H", "C", "C", "N", "H", "H", "H", "C", "C", "N", "H", "H", "H", "C", "C", "N", "H", "H", "H", "C", "C", "N", "H", "H", "H", "C", "C", "N", "H", "H", "H", "C", "C", "N", "H", "H", "H"],
  "coordinates": [[0.86, -3.44, 1.56], [-0.43, -2.65, 1.71], [-1.21, -2.21, -0.23], [-0.21, -1.39, 2.60], [-0.47, -0.10, 1.96], [0.55, 0.55, 1.34], [1.93, -0.03, 1.29], [2.81, 0.57, 2.37], [4.06, 0.60, 2.37], [0.30, 1.76, 0.73], [1.60, 2.61, -0.11], [-0.98, 2.30, 0.75], [-1.22, 3.60, 0.07], [-1.31, 4.62, 0.69], [-1.25, 3.60, -1.28], [-1.19, 2.09, -2.03], [-2.70, 2.07, -2.76], [-0.28, 2.51, -3.32], [-2.00, 1.63, 1.41], [-3.41, 2.23, 1.51], [-4.18, 2.06, 0.55], [-3.60, 2.80, 2.59], [-1.74, 0.40, 1.99], [-2.86, -0.33, 2.66], [-4.00, -0.75, 1.71], [-4.37, -2.08, 2.03], [0.64, -4.46, 1.27], [1.51, -3.02, 0.79], [1.41, -3.45, 2.49], [-1.13, -3.30, 2.21], [0.82, -1.40, 2.94], [-0.80, -1.45, 3.49], [1.89, -1.10, 1.42], [2.35, 0.16, 0.31], [2.28, 0.99, 3.23], [4.45, 0.18, 1.52], [1.27, 3.83, 0.30], [-2.66, 1.97, -3.77], [-3.24, 1.31, -2.37], [0.11, 1.67, -3.61], [-3.28, 0.31, 3.42], [-2.55, -1.24, 3.15], [-4.83, -0.07, 1.86], [-3.71, -0.65, 0.67], [-5.31, -2.06, 2.21], [-6.39, -4.22, 5.09], [-5.89, -2.86, 5.02], [-5.49, -1.78, 4.96], [-6.13, -4.75, 4.17], [-5.96, -4.73, 5.94], [-7.48, -4.21, 5.19], [3.43, 1.33, -3.78], [2.45, 0.58, -3.01], [1.69, -0.01, -2.40], [3.07, 1.49, -4.79], [3.62, 2.29, -3.30], [4.36, 0.76, -3.83], [-5.97, 3.37, -1.55], [-6.34, 3.03, -2.92], [-6.63, 2.77, -4.00], [-5.01, 3.87, -1.55], [-6.73, 4.02, -1.11], [-5.89, 2.47, -0.95], [3.36, -2.58, -5.25], [4.06, -1.42, -5.78], [4.60, -0.49, -6.18], [2.76, -2.30, -4.39], [2.70, -2.99, -6.02], [4.08, -3.34, -4.96], [7.92, 0.60, -6.53], [8.64, 0.89, -5.30], [9.20, 1.07, -4.32], [7.82, 1.51, -7.13], [8.44, -0.15, -7.11], [6.92, 0.24, -6.28], [-2.70, -6.43, -0.59], [-1.91, -6.11, 0.59], [-1.29, -5.86, 1.52], [-2.81, -5.54, -1.20], [-2.20, -7.21, -1.16], [-3.68, -6.79, -0.29], [10.32, 0.55, -0.58], [9.22, -0.19, 0.02], [8.35, -0.77, 0.48], [10.06, 0.82, -1.60], [10.51, 1.46, -0.01], [11.22, -0.06, -0.59], [-4.16, 4.94, 4.83], [-3.86, 5.67, 6.05], [-3.62, 6.25, 7.02], [-3.86, 5.53, 3.96], [-3.62, 4.00, 4.80], [-5.22, 4.74, 4.77]],
  "lowdin_charge": [-0.191, -0.700, 0.984, -0.150, 0.016, -0.220, -0.142, -0.241, 0.120, -0.470, 0.908, -0.128, -0.554, 0.176, -0.139, 0.809, -0.106, -0.248, 0.010, -0.689, 0.000, 0.047, -0.122, -0.074, -0.252, -0.092, 0.036, 0.054, 0.090, 0.058, 0.108, 0.122, 0.085, 0.078, 0.118, 0.059, -0.076, 0.051, 0.036, 0.017, 0.136, 0.098, 0.120, 0.068, 0.068, -0.064, -0.278, 0.151, 0.082, 0.084, 0.084, -0.061, -0.289, 0.156, 0.083, 0.090, 0.070, -0.083, -0.301, 0.105, 0.073, 0.085, 0.057, -0.050, -0.257, 0.149, 0.074, 0.088, 0.089, -0.070, -0.280, 0.127, 0.085, 0.085, 0.032, -0.060, -0.266, 0.155, 0.074, 0.086, 0.086, -0.073, -0.293, 0.114, 0.055, 0.082, 0.082, -0.082, -0.295, 0.108, 0.084, 0.064, 0.084]
}

***

Entry 3:
{
  "formula": "C30H43IN3O8",
  "method": "ωB97M-V/def2-TZVPD",
  "total_charge": 1,
  "e_lumo_ev": -2.889,
  "gap_ev": 8.4,
  "energy_ev": -60751.8021,
  "symbols": ["C", "C", "C", "I", "C", "N", "N", "C", "C", "C", "C", "C", "C", "C", "C", "C", "C", "N", "H", "H", "H", "H", "H", "H", "H", "H", "H", "H", "H", "H", "H", "H", "H", "H", "H", "H", "H", "O", "C", "O", "C", "C", "C", "H", "H", "H", "H", "H", "H", "O", "C", "O", "C", "C", "C", "H", "H", "H", "H", "H", "H", "O", "C", "O", "C", "C", "C", "H", "H", "H", "H", "H", "H", "O", "C", "O", "C", "C", "C", "H", "H", "H", "H", "H", "H"],
  "coordinates": [[-3.83, 4.82, -5.04], [-4.78, 3.67, -4.56], [-4.06, 2.46, -3.84], [-2.37, 1.67, -4.99], [-3.67, 2.74, -2.36], [-4.41, 3.29, -1.38], [-3.67, 3.38, -0.24], [-2.44, 2.88, -0.53], [-1.14, 2.72, 0.30], [-0.89, 1.16, 0.52], [0.47, 0.64, -0.07], [0.31, -0.22, -1.37], [-0.74, -1.25, -1.54], [-0.90, -2.03, -2.77], [0.01, -1.85, -3.92], [1.07, -0.84, -3.76], [1.22, -0.05, -2.52], [-2.39, 2.45, -1.82], [-3.40, 5.43, -4.20], [-3.02, 4.48, -5.75], [-4.45, 5.55, -5.64], [-5.31, 3.24, -5.46], [-5.57, 4.08, -3.87], [-4.80, 1.61, -3.81], [-3.96, 3.73, 0.67], [-0.30, 3.11, -0.35], [-1.11, 3.33, 1.24], [-0.98, 0.98, 1.63], [-1.73, 0.61, 0.01], [1.22, 1.45, -0.25], [0.94, -0.06, 0.70], [-1.46, -1.47, -0.72], [-1.72, -2.78, -2.88], [-0.08, -2.44, -4.86], [1.79, -0.63, -4.59], [2.03, 0.73, -2.46], [-1.56, 2.01, -2.24], [2.68, -1.20, 3.06], [2.25, -2.19, 2.52], [1.15, -2.20, 1.72], [0.85, -3.55, 1.33], [2.16, -4.30, 1.48], [2.82, -3.58, 2.64], [0.07, -3.94, 1.98], [0.49, -3.56, 0.30], [2.03, -5.37, 1.64], [2.77, -4.17, 0.58], [2.52, -4.00, 3.60], [3.90, -3.57, 2.55], [5.75, -4.25, -1.34], [5.73, -3.15, -0.88], [5.59, -2.89, 0.45], [5.49, -1.47, 0.65], [6.13, -0.85, -0.57], [5.81, -1.86, -1.66], [4.43, -1.20, 0.75], [6.01, -1.19, 1.57], [5.77, 0.16, -0.79], [7.21, -0.79, -0.43], [4.84, -1.67, -2.12], [6.59, -1.91, -2.41], [5.62, 1.73, 7.66], [4.60, 1.53, 7.06], [3.85, 0.40, 7.20], [2.76, 0.43, 6.27], [2.56, 1.89, 5.94], [3.97, 2.44, 6.04], [3.03, -0.17, 5.40], [1.88, -0.01, 6.74], [2.09, 2.05, 4.97], [1.92, 2.36, 6.70], [4.51, 2.34, 5.10], [3.97, 3.48, 6.38], [-3.45, -0.98, 0.58], [-4.47, -1.19, -0.01], [-5.20, -2.32, 0.14], [-6.30, -2.31, -0.78], [-6.52, -0.86, -1.13], [-5.11, -0.29, -1.04], [-6.03, -2.91, -1.65], [-7.18, -2.76, -0.31], [-6.99, -0.71, -2.10], [-7.15, -0.38, -0.37], [-4.57, -0.40, -1.99], [-5.11, 0.74, -0.71]],
  "lowdin_charge": [-0.142, -0.291, -0.617, 0.915, -0.277, 0.123, 0.131, -0.186, -0.069, -0.159, -0.143, -0.198, -0.047, -0.075, -0.075, -0.085, -0.047, 0.187, 0.083, 0.037, 0.087, 0.118, 0.119, 0.084, 0.193, 0.129, 0.127, 0.131, 0.074, 0.115, 0.110, 0.090, 0.098, 0.101, 0.098, 0.103, 0.111, 0.101, -0.484, 0.001, -0.149, -0.144, -0.066, 0.131, 0.119, 0.125, 0.118, 0.139, 0.123, 0.128, -0.483, 0.014, -0.160, -0.158, -0.077, 0.115, 0.133, 0.116, 0.123, 0.126, 0.130, 0.126, -0.485, 0.031, -0.160, -0.166, -0.081, 0.108, 0.126, 0.111, 0.118, 0.131, 0.126, 0.096, -0.470, 0.048, -0.144, -0.150, -0.088, 0.132, 0.133, 0.121, 0.126, 0.128, 0.106]
}